(1)
This record from the Open Molecules 2025 dataset describes C35H52N5O4P2PdS10Te as an isolated structure. The level of theory is ωB97M-V with the def2-TZVPD basis set.

The geometry in XYZ format:
```
110
Properties=species:S:1:pos:R:3:forces:R:3:mulliken_charge:R:1
Te 0.717972 0.480752 3.931049 -0.08 -0.02 0.53 0.69
Pd -0.356674 -0.028623 0.571983 0.00 -0.05 0.13 0.75
S 2.718781 -1.460823 -5.752815 0.02 -0.05 0.01 -0.01
S 0.755305 -1.439859 -0.982871 0.13 0.08 0.03 0.19
S -2.927655 -2.364714 -5.212226 -0.02 0.00 -0.01 -0.25
S -1.116668 -0.316874 -4.036367 0.00 0.04 -0.05 0.23
S 2.011221 -3.727912 2.473159 -0.02 -0.07 -0.09 0.10
S -0.329541 -1.866474 2.162069 0.04 0.05 0.03 -0.73
S 4.485945 -5.114138 1.605887 0.01 0.01 0.00 -0.24
S -0.048492 -2.255771 -5.872657 0.00 0.02 0.02 -0.15
S 1.452389 0.955950 -3.453166 0.04 0.04 -0.08 -0.21
S 2.953551 -3.308414 -0.202827 0.02 0.00 -0.01 -0.13
P -3.072488 1.712200 2.083246 -0.05 0.10 -0.11 -1.61
P -3.171209 1.428112 -0.810819 -0.02 -0.05 0.00 -1.27
O 1.064826 3.048641 2.007552 -0.06 -0.05 0.04 -0.64
O -1.732391 1.146220 -0.980299 0.10 0.11 -0.03 -0.10
O -1.689645 1.203424 2.005821 -0.03 -0.13 0.10 1.22
O -3.630784 2.073760 0.590301 0.03 -0.01 0.02 0.17
N -4.039133 0.024694 -0.848592 0.01 0.01 0.01 1.24
N -4.108981 0.624728 2.732040 0.00 0.01 0.00 1.57
N -3.678919 2.607915 -1.837280 -0.03 -0.03 0.00 0.53
N 1.386531 0.780635 1.642160 -0.15 0.04 -0.53 -0.73
N -3.228242 3.129572 2.865978 0.04 0.01 -0.01 0.60
C -1.353863 0.063643 6.236352 -0.02 0.03 -0.04 1.13
C 3.707202 -0.117765 4.058760 -0.01 0.00 0.04 0.57
C -5.489011 0.051282 -0.746155 0.00 0.00 -0.01 -1.17
C -5.005235 3.198076 -1.760380 0.01 0.02 0.00 -0.84
C 1.511330 -2.429206 0.225873 -0.03 -0.06 -0.06 0.23
C 2.337131 -1.852666 5.083025 -0.04 0.05 0.03 0.51
C -4.007551 -0.783522 2.361398 -0.04 0.02 -0.04 -1.04
C -2.078287 3.697865 3.575171 -0.02 0.00 0.02 -0.48
C 1.075934 -2.620589 1.499590 -0.01 0.01 -0.03 -0.22
C -1.642782 0.837776 9.956935 -0.01 0.00 0.01 -1.64
C 0.663248 1.204731 6.954436 0.06 -0.01 -0.02 1.03
C -1.110383 0.751728 8.552674 0.00 -0.01 -0.01 0.61
C 1.104415 -1.132450 -5.231005 -0.02 0.05 0.07 0.21
C 0.139411 1.277187 8.237309 0.00 0.01 0.02 -0.94
C -2.231983 -0.606877 5.209717 0.05 -0.02 0.02 -0.80
C 3.482486 -2.611228 5.270521 0.06 0.03 0.05 -0.76
C -1.458390 -1.677890 -5.029832 0.05 -0.02 -0.02 0.02
C -4.309483 4.061945 2.593228 -0.01 0.00 -0.01 -1.13
C 1.911966 2.329551 -0.115155 0.00 0.06 0.02 -1.25
C -5.301128 0.976785 3.480447 0.01 -0.01 0.00 -1.34
C 1.023309 -2.426053 5.539916 0.00 -0.03 0.04 -1.39
C 2.452996 -0.603726 4.447758 0.01 -0.07 -0.10 1.25
C 4.728049 -2.190507 4.819880 -0.01 -0.03 0.03 0.66
C 1.391289 2.097422 1.299714 0.15 0.04 -0.08 1.16
C -3.024792 2.745913 -3.133985 0.00 0.00 -0.01 -0.86
C 0.617493 -0.177433 -4.333033 -0.05 -0.08 0.02 -0.06
C -0.083656 0.567182 5.952025 -0.07 -0.04 -0.06 -0.67
C 4.819503 -0.938069 4.237849 -0.01 0.03 0.02 -0.78
C 3.579297 0.124412 -5.806160 -0.01 0.03 -0.01 -0.83
C -1.844724 0.160295 7.538795 0.03 0.04 0.03 -0.66
C 2.017315 1.805146 6.678818 0.01 -0.01 0.05 -1.40
C 5.924942 -3.091125 4.932779 0.01 0.01 -0.01 -1.55
C -3.506219 -1.159906 -1.522171 -0.02 -0.01 0.04 -0.70
C 3.958375 1.261517 3.505837 0.00 -0.04 -0.03 -2.34
C 3.219418 -4.107444 1.309606 -0.03 -0.03 0.00 0.08
H -3.932828 -1.395677 3.262913 -0.02 0.00 -0.01 0.44
H 3.096220 1.920121 3.576447 -0.07 0.02 -0.02 0.11
H -6.199883 0.970953 2.853339 0.00 0.00 0.00 0.17
H -1.739924 4.604642 3.069126 0.00 0.00 0.00 0.29
H -2.265482 -1.686588 5.376821 0.03 -0.02 0.00 0.37
H -3.119545 -0.958564 1.757378 0.01 -0.01 0.00 -0.07
H -2.418927 -1.150564 -1.493701 0.00 0.00 0.00 -0.01
H -3.533258 2.173592 -3.917200 0.00 0.00 0.00 0.28
H 4.251833 1.210673 2.456246 -0.03 0.00 -0.02 0.44
H -3.944644 4.920872 2.022869 0.01 0.00 -0.01 0.31
H 0.254702 -2.328028 4.769816 0.01 0.00 0.04 0.05
H 3.391563 -3.584219 5.741685 0.00 0.00 -0.01 0.35
H 5.979565 -3.558487 5.916652 -0.01 0.00 0.00 0.37
H -5.382618 3.159884 -0.740847 0.00 0.00 0.00 0.11
H -5.099963 3.583689 2.017371 -0.01 -0.01 0.01 0.28
H -4.885434 -1.103252 1.793965 0.00 0.00 -0.01 0.26
H 2.770731 1.028137 6.529487 -0.02 0.03 0.00 0.27
H -5.834977 -0.879584 -0.292186 0.00 0.00 0.00 0.44
H -5.444862 0.247783 4.280947 0.00 -0.01 0.00 0.42
H -1.006572 0.284007 10.649598 0.00 0.00 0.00 0.34
H -5.188954 1.956651 3.937503 0.00 0.01 0.00 0.38
H 3.910729 0.433455 -4.822803 0.00 0.00 0.03 0.30
H -3.254191 -0.229415 5.282636 0.02 0.00 0.03 0.53
H -2.829709 -0.239371 7.760325 0.00 -0.01 -0.01 0.37
H -4.945328 4.247647 -2.055073 0.00 0.00 0.00 0.38
H -2.649298 0.426342 10.023933 0.00 0.00 0.00 0.36
H -4.740088 4.424802 3.529801 0.01 0.01 0.00 0.38
H -1.675520 1.872274 10.302673 0.00 0.00 -0.01 0.36
H 2.300733 1.419027 -0.566849 0.01 -0.01 0.00 0.15
H 5.858442 -3.887538 4.187796 -0.01 -0.01 0.01 0.21
H -3.839236 -1.228271 -2.562754 0.01 0.00 0.02 0.22
H -1.993048 2.414091 -3.061186 0.02 -0.01 0.00 0.12
H -5.971980 0.144771 -1.724825 0.00 0.00 0.00 0.25
H 2.003964 2.422197 5.777289 0.00 0.00 0.01 0.15
H -3.030209 3.799972 -3.417582 0.00 0.00 0.00 0.37
H 1.136346 -3.485843 5.766911 0.01 0.00 0.00 0.40
H -1.246267 2.998145 3.577085 0.00 0.00 -0.02 -0.10
H 0.720699 1.765079 9.013326 0.00 0.00 0.00 0.43
H 2.335445 2.430646 7.512145 0.00 0.00 0.01 0.46
H 2.944022 0.888022 -6.246663 -0.01 0.00 0.00 0.29
H 4.433268 -0.059639 -6.457190 -0.01 0.00 0.00 0.36
H 4.777295 1.724159 4.060794 0.00 0.00 -0.03 0.58
H 2.682960 3.099410 -0.075156 -0.01 -0.01 0.01 0.44
H 6.850995 -2.544630 4.757605 0.00 0.01 0.01 0.38
H -2.356707 3.940437 4.602744 0.00 0.00 0.00 0.25
H -1.891470 -0.444391 4.188113 0.01 0.03 0.02 -0.79
H -3.854114 -2.048208 -0.989460 0.00 0.00 0.00 0.27
H -5.720249 2.699435 -2.423124 0.00 0.00 0.00 0.27
H 1.085859 2.703962 -0.723164 0.00 -0.02 0.00 0.19
H 5.788396 -0.572936 3.912855 0.00 0.00 0.00 0.38
H 0.657073 -1.921880 6.436072 0.01 0.00 0.00 0.40
H -5.815079 0.876114 -0.113066 0.00 0.00 0.01 0.25
```
Positions in Å, forces in eV/Å.

Computed properties:
⟨S²⟩ ... 8.810
ΔE to the lowest compared entry with this formula, charge and spin ... 0.493 eV
HOMO-LUMO gap (spin up / spin down) ... 6.25 / 4.49 eV
LUMO (spin up / spin down) ... -0.2655 / -2.1455 eV
Spin multiplicity ... 6
HOMO energy (spin up / spin down) ... -6.5 / -6.6 eV

=====

(2)
This record from the Open Molecules 2025 dataset describes C34H44BrN3O3PPtS as an isolated structure in a non-equilibrium geometry. The level of theory is ωB97M-V with the def2-TZVPD basis set.

The geometry in XYZ format:
```
88
Properties=species:S:1:pos:R:3:forces:R:3:mulliken_charge:R:1
Pt 0.398684 0.273386 0.285561 0.24 -1.09 0.62 2.36
Br -0.354716 -2.594214 2.125761 -0.07 -0.37 0.12 -0.04
S 6.574684 -0.445614 2.306661 0.19 0.21 -0.24 -0.12
P -2.615016 -0.081214 -0.672339 -1.01 -0.46 -2.40 -1.75
O 1.149684 3.412586 3.042461 0.03 0.22 0.47 -0.72
O -1.828216 0.164186 0.583361 2.73 0.88 1.24 -0.92
O 1.006884 2.255886 1.165461 -0.09 -0.29 -1.08 -0.82
N 0.310784 0.012286 2.558561 0.05 -0.12 0.00 -0.05
N 2.547584 -0.073314 0.232561 -1.81 0.54 0.74 -0.23
N 9.164484 0.025986 -1.400139 0.48 0.09 -0.68 -0.54
C 8.017784 -1.344614 0.165061 0.12 0.11 -0.10 -0.20
C 8.759984 1.099286 -0.752939 -0.25 0.28 0.35 -0.51
C -1.472816 3.418486 -0.844839 -0.02 0.03 -0.03 -0.33
C -4.626316 1.184686 1.713561 -0.26 0.06 0.10 0.10
C -0.180616 -2.290914 -2.878039 0.07 -0.05 0.03 -0.83
C -0.944316 -3.431614 -3.558139 0.02 0.04 0.04 -0.83
C -0.011216 0.041586 5.283861 0.07 0.01 -0.17 -0.43
C -5.155516 0.964786 0.300461 0.17 0.38 0.02 -1.85
C -4.461516 -0.220914 -0.376239 0.37 0.04 -0.18 1.05
C -4.786016 -1.455414 0.475861 0.22 -0.26 0.10 -1.58
C 5.012384 -0.258614 1.503161 -0.11 0.00 -0.04 0.66
C 4.082084 -1.291114 1.595761 0.00 0.19 -0.24 -1.05
C 2.883684 -1.166114 0.931561 0.01 -0.50 0.02 0.03
C -0.405716 3.715786 -1.899039 -0.01 -0.03 0.10 -0.90
C 0.493384 1.142986 3.225661 0.15 0.50 0.14 0.39
C 4.671784 0.870286 0.762661 -0.13 -0.32 -0.07 -0.81
C -0.291316 2.567986 -2.907939 0.07 0.02 0.11 -1.31
C 0.919284 2.400886 2.417261 -0.14 -0.23 0.72 0.12
C -2.878916 -2.051914 -2.685239 -0.15 -0.29 0.05 -0.72
C -2.168816 -1.762914 -1.362239 -0.31 0.65 0.37 0.17
C -0.052216 -1.078614 3.204361 0.06 -0.07 0.11 0.19
C -0.201916 -1.137414 4.576461 -0.03 -0.03 -0.14 -0.77
C -4.270216 -1.293814 1.904661 -0.23 -0.10 0.11 0.48
C -2.640016 2.643686 -1.444839 -0.05 0.20 0.30 -0.69
C 0.327084 1.200386 4.604061 -0.02 0.03 -0.07 -0.75
C -2.216616 1.247786 -1.932339 -0.33 -0.67 0.48 0.38
C 3.427784 0.928586 0.165261 0.11 0.52 -0.27 -0.29
C 8.814784 -1.164314 -0.957039 -0.21 -0.31 0.24 -0.42
C -0.667416 -2.086214 -1.447739 0.26 0.27 -0.12 1.58
C 7.971084 1.042186 0.391361 0.17 -0.05 -0.11 -0.05
C -4.872316 -0.057114 2.565361 0.30 0.02 -0.03 -1.17
C -2.440316 -3.416814 -3.211139 -0.05 0.11 -0.12 -0.95
C -0.725416 1.244686 -2.291139 0.13 -0.17 -0.30 1.92
C 7.597484 -0.211414 0.841861 -0.19 -0.16 0.38 0.19
H -1.840816 4.352786 -0.423239 0.01 -0.01 0.11 0.70
H -3.427116 2.569186 -0.699639 -0.04 0.11 -0.09 -0.11
H -0.502716 0.435886 -2.983039 0.05 -0.06 0.15 -0.65
H -5.873516 -1.562214 0.502361 -0.03 0.03 -0.09 0.62
H -0.641416 4.643186 -2.424239 0.06 0.00 0.02 0.44
H -0.807416 -3.336214 -4.634939 0.03 -0.09 -0.03 0.43
H -1.032016 2.846586 -0.025539 -0.05 0.09 0.05 -0.33
H -4.524316 -2.184614 2.481961 0.06 -0.03 0.00 0.49
H 3.124884 1.812486 -0.380639 -0.13 -0.02 0.13 0.40
H 4.311384 -2.183914 2.153261 -0.02 -0.15 -0.01 0.50
H 9.183884 -2.009214 -1.521439 -0.01 -0.13 -0.01 0.37
H -0.123216 0.037986 6.356561 -0.02 0.06 0.12 0.47
H -0.056616 -1.286714 -0.933039 -0.04 -0.44 -0.20 -1.44
H 7.740284 -2.329414 0.503261 -0.02 -0.11 0.04 0.42
H -4.888516 -0.344714 -1.379439 0.17 -0.02 -0.01 0.92
H -0.455616 -2.066114 5.063261 -0.06 -0.01 0.01 0.50
H -0.516816 -4.387114 -3.258339 0.08 -0.07 -0.06 0.29
H -5.092016 1.876186 -0.293239 -0.05 -0.08 0.01 0.42
H -2.793416 0.993286 -2.826739 0.01 -0.05 -0.02 0.75
H -3.184516 -1.201414 1.888861 0.07 -0.09 0.09 -0.35
H -2.654216 -4.167914 -2.447739 -0.07 -0.02 0.00 0.37
H 2.176484 -1.985014 0.926661 -0.14 0.13 0.13 0.48
H -2.580516 -2.432914 -0.597339 -0.02 0.14 -0.11 0.46
H -6.219616 0.716686 0.361261 0.00 -0.02 -0.08 0.54
H 9.081484 2.048586 -1.159739 -0.01 0.12 0.04 0.37
H -5.127016 2.042986 2.161561 0.02 0.07 0.00 0.51
H -4.445116 0.080386 3.560361 -0.05 -0.01 0.03 0.48
H 0.739584 2.482086 -3.255539 -0.07 -0.02 -0.14 0.46
H -3.036316 3.209186 -2.290039 -0.13 -0.04 -0.02 0.52
H 5.353184 1.699386 0.665761 -0.03 0.07 -0.04 0.32
H -0.304616 -1.382514 -3.466839 0.05 -0.01 0.04 -0.01
H -4.398516 -2.374714 0.036661 -0.08 -0.02 -0.04 0.31
H -0.918016 2.759186 -3.782139 0.02 -0.02 -0.07 0.43
H -3.030516 -3.671814 -4.091639 -0.02 -0.09 0.06 0.43
H -3.558816 1.402986 1.678061 0.05 0.08 0.06 -0.12
H -0.090316 1.089486 -1.364839 -0.16 0.22 -0.76 -1.02
H 0.466184 2.145486 5.106161 0.06 0.04 -0.03 0.61
H 0.548084 3.854786 -1.389839 0.05 0.09 -0.01 0.29
H -0.472916 -3.007614 -0.893439 0.08 0.15 0.12 0.53
H -2.653116 -1.286514 -3.428539 -0.02 0.11 -0.05 0.19
H 0.884584 -2.523914 -2.868439 0.04 0.09 -0.03 0.69
H -5.946416 -0.203014 2.687961 -0.12 0.00 0.05 0.36
H 7.680484 1.941886 0.909061 0.00 0.09 0.09 0.53
H -3.958316 -2.057314 -2.530739 -0.04 0.09 -0.05 0.47
```
Positions in Å, forces in eV/Å.

Computed properties:
ΔE to the lowest compared entry with this formula, charge and spin ... 2.969 eV
HOMO-LUMO gap ... 6.29 eV
LUMO ... -4.4827 eV
HOMO energy ... -10.8 eV
Total charge ... +1

=====

no.,M (g mol⁻¹)
1,1223.470
2,880.767